(1)
The following is a quantum chemistry calculation of C9H16F3IN2O4PTeY as an isolated structure at a distorted geometry, from OMol25.

Properties
Total charge: 0
Orbital gap: 8.6 eV
Energy: -2008.16879 a.u.
Relative energy (zero: lowest compared OMol25 entry of this formula, charge and spin): 66.0 kJ/mol
Max |F|: 2.60 eV Å⁻¹
HOMO level: -8.23 eV

Atoms and positions in Å:
I: -3.79 4.65 -0.29
Te: 1.46 -2.54 1.81
Y: 0.76 0.27 1.52
P: 0.17 -1.94 -0.08
F: 3.72 0.50 0.68
F: 2.39 1.68 -0.58
F: 3.09 2.51 1.31
O: 1.11 -1.18 -1.10
O: 0.46 0.88 3.33
O: -0.84 -0.86 0.29
O: -0.46 -3.17 -0.81
N: 0.12 3.47 0.59
N: -0.45 2.26 0.73
C: -0.72 0.70 4.11
C: -1.74 2.45 0.49
C: 2.62 1.32 0.75
C: -1.63 -2.97 -1.68
C: -1.99 3.79 0.18
C: -0.77 4.42 0.27
C: 2.44 -1.08 -3.08
C: -2.89 -3.14 -0.89
C: 2.16 -1.87 -1.83
H: 3.24 -1.56 -3.65
H: -2.95 -2.43 -0.07
H: -1.41 1.52 3.97
H: 3.03 -1.92 -1.18
H: 2.76 -0.06 -2.82
H: -1.52 -3.71 -2.45
H: -0.48 5.44 0.11
H: -1.23 -0.23 3.85
H: 1.82 -2.88 -2.05
H: -2.95 -4.15 -0.47
H: -1.56 -1.98 -2.14
H: 1.12 3.55 0.74
H: -3.75 -2.99 -1.54
H: -2.42 1.61 0.52
H: -0.49 0.64 5.18
H: 1.56 -1.01 -3.72

These are the Mulliken partial charges, in e, on atoms 1 to 8: 0.14 -0.32 1.24 0.61 -0.28 -0.24 -0.31 -0.04

(2)
The following is a quantum chemistry calculation of an isolated ion of composition C9H16F6NO2 and charge +1 at a distorted geometry, from OMol25.

Properties
Total charge: +1
Orbital gap: 12.3 eV
Energy: -1156.60772 a.u.
Max |F|: 1.95 eV Å⁻¹
HOMO level: -15.22 eV

Atoms and positions in Å:
F: 4.34 -1.09 -0.30
F: 2.43 -1.48 -1.02
F: 2.71 0.77 -2.17
F: 4.34 1.23 -0.91
F: 2.70 -0.68 0.94
F: -2.31 -3.42 -0.52
O: -1.40 0.14 2.29
O: -1.08 0.77 3.50
N: -0.95 0.42 0.05
C: -2.93 -1.19 0.00
C: 3.12 -0.64 -0.30
C: -1.44 -1.00 -0.26
C: 0.01 0.80 -1.04
C: 3.09 0.80 -0.90
C: -3.35 -2.52 -0.61
C: 2.25 1.81 -0.14
C: 0.85 2.06 -0.76
C: -0.35 0.39 1.39
H: 0.99 2.66 -1.65
H: 2.78 2.75 -0.20
H: 0.31 2.68 -0.05
H: 2.15 1.59 0.92
H: -4.20 -2.93 -0.09
H: -0.51 0.13 3.96
H: -0.84 -1.74 0.23
H: 0.11 1.33 1.69
H: -3.08 -1.29 1.07
H: -1.77 1.03 0.00
H: -3.55 -2.41 -1.67
H: -3.56 -0.38 -0.37
H: 0.38 -0.41 1.49
H: -0.60 1.01 -1.91
H: 0.63 -0.05 -1.31
H: -1.28 -1.15 -1.33

These are the Mulliken partial charges, in e, on atoms 1 to 8: -0.26 -0.26 -0.28 -0.34 -0.26 -0.29 -0.16 -0.43

(3)
The following is a quantum chemistry calculation of an isolated ion of composition C9H16IN3O and charge +2 at a distorted geometry, from OMol25.

Properties
Total charge: +2
Orbital gap (spin up / spin down): 6.4 / 6.4 eV
Energy: -889.03077 a.u.
Max |F|: 3.49 eV Å⁻¹
HOMO level (spin up / spin down): -14.59 / -14.59 eV

Atoms and positions in Å:
I: -0.88 -5.77 1.90
O: -1.46 0.21 -1.61
N: 0.20 0.57 0.08
N: -0.68 2.88 -1.42
N: 2.34 -1.43 2.04
C: 0.52 -0.74 0.63
C: 1.45 -0.61 1.72
C: -1.53 2.23 -0.36
C: 1.05 1.18 -1.00
C: -1.17 0.76 -0.26
C: 0.05 -1.83 -0.02
C: -0.94 -3.81 1.32
C: -0.19 -3.21 0.35
C: 0.76 2.63 -1.05
H: 2.13 1.19 -0.64
H: -1.50 2.50 0.67
H: 1.07 0.69 -1.96
H: 3.01 -1.34 2.82
H: -0.39 -1.59 -1.03
H: 1.38 3.09 -1.82
H: -1.88 0.35 0.42
H: 2.33 -2.38 1.67
H: -2.13 -0.43 -1.61
H: -0.80 2.22 -2.17
H: -1.49 -3.20 2.05
H: -2.54 2.25 -0.72
H: 0.84 3.15 0.01
H: -1.08 3.89 -1.74
H: 1.36 0.46 2.02
H: 0.17 -3.90 -0.30

These are the Mulliken partial charges, in e, on atoms 1 to 8: 0.26 -0.62 0.12 -0.15 -0.22 -0.12 -0.19 -1.21

(4)
The following is a quantum chemistry calculation of an isolated ion of composition C9H16N and charge +1 at a distorted geometry, from OMol25.

Properties
Total charge: +1
Orbital gap (spin up / spin down): 7.8 / 7.8 eV
Energy: -406.83395 a.u.
Relative energy (zero: lowest compared OMol25 entry of this formula, charge and spin): 566.1 kJ/mol
Max |F|: 4.91 eV Å⁻¹
HOMO level (spin up / spin down): -12.42 / -12.42 eV

Atoms and positions in Å:
N: 0.58 -1.48 -0.41
C: 0.82 2.18 -0.12
C: -1.42 1.92 0.83
C: -0.49 2.62 0.19
C: 1.19 0.86 -0.25
C: 1.74 -1.69 -1.30
C: 0.98 -1.94 0.94
C: -2.73 2.44 0.95
C: -0.69 -2.22 -0.74
C: 0.30 -0.03 -0.72
H: 1.67 -1.08 -2.18
H: 2.64 -1.51 -0.81
H: -3.37 1.62 1.12
H: -1.04 -1.87 -1.60
H: 1.67 -2.72 -1.71
H: 2.06 -1.57 1.16
H: -1.18 1.05 1.39
H: 0.37 -1.64 1.68
H: 1.53 2.97 -0.19
H: 2.30 0.69 -0.24
H: -0.38 -3.25 -0.94
H: 1.07 -3.03 1.03
H: -2.90 3.04 0.02
H: -2.67 3.09 1.82
H: -1.38 -2.18 0.13
H: -0.67 3.73 -0.05

These are the Mulliken partial charges, in e, on atoms 1 to 8: 0.36 -0.48 0.24 -0.38 0.17 -1.07 -0.92 -1.33

(5)
The following is a quantum chemistry calculation of C9H16N2 as an isolated structure at a distorted geometry, from OMol25.

Properties
Total charge: 0
Orbital gap: 9.6 eV
Energy: -461.86156 a.u.
Relative energy (zero: lowest compared OMol25 entry of this formula, charge and spin): 475.8 kJ/mol
Max |F|: 6.96 eV Å⁻¹
HOMO level: -8.82 eV

Atoms and positions in Å:
N: 1.47 -1.34 -2.83
N: 0.67 0.17 -1.59
C: 1.19 -0.33 1.30
C: -0.45 -0.21 -2.30
C: 0.10 -1.12 -3.23
C: 0.54 1.17 -0.48
C: 0.86 -1.82 1.17
C: -1.45 0.23 1.13
C: -2.26 1.68 1.37
C: 1.73 -0.54 -1.85
C: 0.10 0.67 0.89
H: -0.14 -2.05 1.73
H: -2.17 2.07 2.53
H: -3.40 1.37 1.26
H: -1.39 0.03 -2.04
H: 1.07 -2.28 0.10
H: 1.48 1.52 -0.18
H: -0.24 1.86 -0.84
H: 2.70 -0.31 -1.32
H: 2.12 0.00 0.85
H: 0.28 1.77 1.41
H: 1.54 -2.30 2.10
H: 1.36 -0.23 2.38
H: -0.19 -1.60 -4.23
H: -1.71 -0.24 0.08
H: -1.61 -0.80 1.97
H: -2.20 2.63 0.62

These are the Mulliken partial charges, in e, on atoms 1 to 8: -0.71 0.35 -1.06 -0.33 -0.59 -1.85 -0.80 -0.22

(6)
The following is a quantum chemistry calculation of a 3-piece molecular cluster, C9H16N2O2 overall at a distorted geometry, from OMol25.

Properties
Total charge: 0
Orbital gap: 9.4 eV
Energy: -612.29327 a.u.
Relative energy (zero: lowest compared OMol25 entry of this formula, charge and spin): 767.9 kJ/mol
Max |F|: 8.48 eV Å⁻¹
HOMO level: -9.30 eV

Atoms and positions in Å:
O: -1.69 2.29 -1.00
O: -1.98 -2.25 -0.93
N: -2.46 -0.10 -1.10
N: -2.85 1.19 0.81
C: 4.07 -1.16 0.82
C: -3.28 -1.14 0.94
C: -3.08 0.15 1.52
C: 3.36 -0.08 0.13
C: 2.40 0.46 1.01
C: -2.33 1.18 -0.58
C: -2.47 -1.22 -0.37
C: 4.45 1.10 -0.17
C: 2.89 -0.54 -1.33
H: 3.49 -2.18 1.01
H: 5.33 0.48 -0.67
H: 4.33 -0.76 1.68
H: 1.92 1.54 0.79
H: 4.59 1.39 0.95
H: 5.14 -1.40 0.46
H: 4.10 -0.09 -2.14
H: -3.42 -2.09 1.50
H: -2.65 2.11 1.44
H: -2.09 -0.23 -1.97
H: 1.69 -0.27 1.26
H: 2.55 -1.79 -1.21
H: 4.04 2.01 -0.64
H: 2.01 0.20 -1.61
H: -3.51 0.23 2.57
H: 2.82 0.37 2.17

These are the Mulliken partial charges, in e, on atoms 1 to 8: -0.60 -0.65 -0.08 -0.12 -1.72 -0.73 0.07 1.60

(7)
The following is a quantum chemistry calculation of the molecule C9H16N2O4 at a distorted geometry, from OMol25.

Properties
Total charge: 0
Orbital gap: 10.1 eV
Energy: -762.96841 a.u.
Relative energy (zero: lowest compared OMol25 entry of this formula, charge and spin): 241.3 kJ/mol
Max |F|: 8.44 eV Å⁻¹
HOMO level: -9.64 eV

Atoms and positions in Å:
O: -3.57 -1.72 -0.70
O: -1.67 -2.76 -0.15
O: 2.40 -1.79 -1.04
O: 0.53 -1.38 0.63
N: -0.80 0.35 0.12
N: 2.04 1.72 0.08
C: 3.54 -0.75 0.78
C: 1.62 0.41 -0.51
C: -1.33 1.47 -0.69
C: 2.73 -0.59 -0.50
C: -2.83 1.43 -0.49
C: -2.49 -1.69 -0.12
C: -2.99 0.69 0.89
C: 0.45 -0.35 0.09
C: -1.90 -0.42 0.70
H: -0.95 2.41 -0.39
H: -2.74 1.39 1.71
H: 2.81 -1.04 1.73
H: -1.13 1.27 -1.76
H: -3.16 2.57 -0.53
H: -3.28 0.84 -1.25
H: 1.38 2.41 -0.27
H: -0.81 -2.62 0.42
H: 1.67 -2.03 -0.39
H: 2.96 1.96 -0.30
H: 3.54 -0.16 -1.14
H: -1.60 -0.93 1.57
H: -3.99 0.17 1.12
H: 4.04 0.07 1.31
H: 1.21 0.57 -1.53
H: 4.31 -1.51 0.61

These are the Mulliken partial charges, in e, on atoms 1 to 8: -0.59 -0.53 -0.65 -0.79 0.19 -0.75 -1.20 0.63

(8)
The following is a quantum chemistry calculation of C9H16N2PbS3Te as an isolated structure at a distorted geometry, from OMol25.

Properties
Total charge: +2
Orbital gap (spin up / spin down): 4.4 / 4.4 eV
Energy: -2116.82950 a.u.
Relative energy (zero: lowest compared OMol25 entry of this formula, charge and spin): 80.3 kJ/mol
Max |F|: 2.70 eV Å⁻¹
HOMO level (spin up / spin down): -14.40 / -14.40 eV

Atoms and positions in Å:
Pb: -1.12 -0.94 2.36
Te: 1.02 -1.90 4.32
S: -1.56 2.09 0.98
S: 1.21 -0.01 1.26
S: 1.02 2.35 -1.71
N: -0.79 -2.80 0.81
N: 0.34 -3.41 0.50
C: -1.37 2.97 -0.61
C: 1.28 1.79 1.53
C: -0.01 2.51 1.84
C: 0.17 -4.15 -0.63
C: -1.09 -3.85 -1.11
C: -1.69 -2.98 -0.17
C: -0.74 2.27 -1.81
C: 1.59 0.58 -1.54
C: 0.84 -0.27 -0.56
H: 1.04 -3.56 1.18
H: -1.13 1.28 -1.87
H: 1.42 0.08 -2.50
H: -2.60 -2.38 -0.16
H: 0.88 -4.85 -1.04
H: 1.73 2.18 0.62
H: -2.42 3.23 -0.79
H: 1.19 -1.27 -0.64
H: -1.66 -4.27 -1.98
H: 0.18 3.59 1.65
H: -0.89 3.98 -0.44
H: 2.00 2.04 2.37
H: -0.20 2.39 2.92
H: -0.27 -0.18 -0.75
H: -1.02 2.75 -2.73
H: 2.65 0.70 -1.31

These are the Mulliken partial charges, in e, on atoms 1 to 8: 0.86 0.34 -0.06 -0.17 -0.11 -0.27 0.07 -0.71